Entry 1:
DFT (ωB97M-V/def2-TZVPD) results for C31H31BF4I2N6O2V as an isolated structure.

orbital gap (alpha / beta) = 0.2265 / 0.2402 Eh
HOMO level (alpha / beta) = -6.637 / -7.146 eV
spin multiplicity = 4

Last column: Mulliken spin population.
Cartesian coordinates (Å):
H -0.447 0.612 -6.086  0.001
C -2.845 -0.134 4.024  -0.006
C 2.473 2.466 1.700  0.027
I -6.057 -5.820 -0.794  0.000
C -0.695 0.760 2.602  -0.003
H -0.434 -1.467 -4.716  0.000
H 3.035 0.979 -2.963  0.000
H 1.003 1.990 -1.299  -0.004
C -1.029 -1.682 -2.085  -0.043
I -6.572 0.160 -1.293  0.001
N 3.699 -0.260 -1.398  0.000
H 3.782 -0.546 -3.473  0.000
H -1.478 2.772 -2.523  -0.007
H 5.927 -1.346 -0.277  0.000
C 0.389 1.292 1.828  0.017
C 2.945 -0.835 -0.412  0.000
H 4.855 1.437 -0.930  0.000
C -3.286 -2.495 -0.312  0.029
C -1.256 1.859 -3.062  0.058
B -1.768 3.811 0.223  0.019
C -0.666 -0.508 -4.271  -0.003
H 1.623 -1.441 1.628  -0.004
H -1.945 -2.212 -2.354  -0.009
H -1.693 0.231 5.791  0.001
H -3.720 -0.339 2.043  0.001
C 2.308 2.527 0.340  -0.008
C 1.574 1.774 3.918  -0.005
H 3.333 2.920 2.179  -0.002
V -1.681 0.631 -0.204  2.943
H 2.697 -0.633 2.781  0.000
C -5.992 -2.786 -0.957  -0.003
C -5.415 -1.536 -0.905  0.016
C -0.608 0.742 3.999  0.004
H 2.155 -0.548 -2.759  -0.001
N -1.808 0.371 1.939  -0.072
C 4.983 0.369 -1.149  -0.001
C 0.571 1.234 4.643  -0.005
C 4.767 -0.316 1.205  0.000
C -4.044 -1.317 -0.586  0.004
N 3.463 -0.851 0.852  0.000
C 1.174 1.940 -0.232  0.077
C 1.492 1.841 2.491  -0.014
F -1.257 3.627 1.513  0.003
H -1.402 -3.428 -0.044  0.004
H 5.181 -0.933 2.005  0.000
H -0.077 -1.470 -0.319  -0.017
N -1.252 0.736 -2.329  -0.057
H 6.621 0.194 0.240  0.000
N 0.245 1.336 0.484  -0.081
C -5.213 -3.906 -0.698  0.010
F -0.722 3.930 -0.715  0.000
C 2.654 -1.343 1.951  0.003
C 5.688 -0.318 0.003  0.000
C -1.725 0.264 4.708  0.029
H -1.730 -2.194 1.158  -0.012
N -1.044 -1.424 -0.640  0.028
H -0.999 2.784 -4.971  0.000
H 3.018 3.040 -0.294  0.000
H 4.661 0.701 1.604  0.000
O 1.842 -1.328 -0.658  -0.001
H 0.627 1.188 5.724  -0.001
C -1.833 -2.430 0.097  0.028
H -3.267 -4.628 -0.194  0.000
H 2.454 2.181 4.402  0.000
H -0.188 -2.325 -2.358  0.002
F -2.649 4.856 0.153  0.000
C -3.876 -3.751 -0.387  -0.007
H 3.010 -2.314 2.303  0.000
C -2.851 -0.057 2.627  0.053
C -0.977 1.857 -4.414  -0.005
F -2.484 2.564 -0.139  -0.018
C -0.674 0.650 -5.028  0.014
H -7.040 -2.888 -1.206  0.000
H 5.575 0.298 -2.062  0.000
C -0.970 -0.430 -2.918  0.061
O -3.568 -0.114 -0.559  -0.043
H -3.724 -0.492 4.541  0.000
C 3.136 -0.085 -2.722  0.000


Entry 2:
DFT (ωB97M-V/def2-TZVPD) results for the molecule C4H12S2Si at a distorted geometry.

orbital gap = 0.3347 Eh
HOMO level = -8.514 eV
structure (SMILES) = CSS[Si](C)(C)C

Last column: Mulliken charge in e.
Cartesian coordinates (Å):
H 1.845 -2.213 1.405  0.304
S -2.586 -0.295 -0.622  -0.128
C 0.948 1.499 0.138  -1.049
H 1.772 1.606 0.865  0.294
C 0.956 -0.966 -1.832  -1.018
H 1.531 -1.928 -1.953  0.341
S -1.122 -1.251 0.680  -0.277
H 1.368 1.970 -0.784  0.311
Si 0.725 -0.389 -0.149  0.677
H -2.368 1.429 0.888  0.147
C -3.295 0.876 0.580  -0.609
H 1.824 -0.541 2.145  0.295
C 1.880 -1.091 1.114  -1.106
H 0.032 -1.430 -2.208  0.288
H -4.109 1.505 -0.071  0.258
H 0.086 2.054 0.358  0.298
H -3.827 0.270 1.222  0.298
H 2.883 -0.861 0.813  0.373
H 1.458 -0.245 -2.588  0.305


Entry 3:
DFT (ωB97M-V/def2-TZVPD) results for a 3-piece molecular cluster, C5H13NO2 overall at a distorted geometry.

orbital gap = 0.3126 Eh
HOMO level = -8.113 eV
structure (SMILES) = C=C/C=C(/C)N.O.O

Last column: Mulliken charge in e.
Cartesian coordinates (Å):
C 0.458 -0.541 -1.009  -1.040
H 1.979 3.897 0.892  0.326
C 1.768 -0.320 -0.888  0.001
H -4.390 -3.118 1.366  0.328
C 2.600 3.000 0.903  -1.288
H -4.596 -2.589 -0.978  0.402
H 0.890 1.630 2.171  0.238
H -3.169 -3.849 0.771  0.315
H 2.834 2.846 1.970  0.305
H -0.008 -1.504 -1.185  0.232
H -3.799 -2.519 -2.282  0.281
C 1.833 1.807 0.438  0.585
H 3.343 1.218 -0.749  0.285
H 2.489 -1.082 -1.180  0.299
H 0.154 0.813 0.898  0.264
N 0.657 1.640 1.196  -0.474
C 2.359 0.912 -0.417  -0.457
H 3.564 3.268 0.478  0.339
H -0.280 0.255 -1.068  0.385
O -4.054 -3.527 0.562  -0.679
O -4.631 -2.239 -1.887  -0.647


Entry 4:
DFT (ωB97M-V/def2-TZVPD) results for C27H15Br5EuIN2O6 as an isolated structure at a distorted geometry.

orbital gap (alpha / beta) = 0.2028 / 0.1628 Eh
HOMO level (alpha / beta) = -6.150 / -7.261 eV
spin multiplicity = 7

Last column: Mulliken spin population.
Cartesian coordinates (Å):
C -2.202 -2.351 3.534  0.004
H 3.105 -0.024 2.472  0.000
C 3.456 -4.095 0.617  0.007
C 0.120 -1.058 2.871  -0.004
C 0.091 -1.752 4.025  0.090
C 1.295 -0.375 2.320  -0.012
H 0.974 -1.817 4.647  0.004
H 1.485 2.277 -0.227  -0.004
C -3.038 -1.596 1.290  0.172
C 2.394 -4.854 1.180  -0.002
C 0.779 -3.216 0.383  -0.038
C 0.282 5.902 -0.706  -0.003
C 0.116 0.629 -3.142  0.148
C -1.081 -0.120 -2.903  -0.094
Eu -0.439 -0.712 -0.363  4.073
C -2.376 1.935 -3.077  -0.053
C 1.595 5.562 -0.988  0.003
H 2.279 6.323 -1.349  0.000
H 0.970 2.536 -3.556  0.003
C 1.857 -2.457 -0.188  0.030
O -4.209 -2.286 1.343  0.039
H -3.323 2.456 -3.050  0.000
H -3.114 -2.885 3.799  0.009
O 1.572 -1.326 -0.801  0.006
C -1.139 -2.406 4.391  0.083
O 2.434 -0.497 2.988  0.002
C 1.086 -4.416 1.065  0.007
O 1.210 0.270 1.289  -0.004
C -0.607 4.937 -0.248  -0.001
Br 2.767 -6.441 2.104  0.000
H -1.986 -2.080 -2.734  0.000
N -0.940 -0.940 2.031  0.277
C 0.065 1.979 -3.351  -0.048
H -0.163 -2.086 -3.040  0.013
C -2.107 -1.626 2.338  0.202
O -0.440 -2.764 0.229  0.018
O -2.798 -0.945 0.226  0.096
Br -2.379 5.503 0.082  0.000
H 3.053 3.982 -1.034  0.000
C 3.177 -2.918 -0.055  -0.006
H -4.212 -2.806 2.153  -0.003
H -1.206 -2.969 5.312  0.008
C -1.224 4.091 -3.522  -0.028
H 1.057 0.102 -3.216  0.002
Br 4.508 -1.806 -0.787  0.000
C 2.025 4.255 -0.818  0.000
Br -0.367 -5.368 1.783  0.000
H -3.220 0.028 -2.670  -0.001
C -2.312 0.588 -2.857  0.145
C -0.179 3.624 -0.082  -0.002
Br 5.230 -4.673 0.773  0.001
C -1.051 -1.540 -2.759  0.607
C 1.140 3.286 -0.368  0.013
H -0.069 6.916 -0.853  0.000
C -1.178 2.655 -3.315  0.157
I -1.487 2.134 0.513  0.004
N -1.279 5.230 -3.697  0.076


Entry 5:
DFT (ωB97M-V/def2-TZVPD) results for a 5-piece molecular cluster, C2H5NO overall at a distorted geometry.

orbital gap = 0.3230 Eh
HOMO level = -9.860 eV

Last column: Mulliken charge in e.
Cartesian coordinates (Å):
H -0.870 -1.648 1.820  0.250
H 0.754 0.888 -1.729  0.322
H -2.134 0.790 0.733  0.182
N 0.518 1.061 -0.693  -0.549
H -0.754 1.808 -1.008  0.296
H 0.458 0.974 2.160  0.226
O 0.400 -1.194 -0.456  -0.510
C -0.004 -0.118 -0.115  0.436
C -0.711 0.003 1.203  -0.652


Entry 6:
DFT (ωB97M-V/def2-TZVPD) results for C45H70BN3O4SSbSi3Ti as an isolated structure at a distorted geometry.

orbital gap = 0.1989 Eh
HOMO level = -3.089 eV
total charge = -1

Last column: Mulliken charge in e.
Cartesian coordinates (Å):
O -1.904 -2.136 -1.149  -0.428
C -4.507 0.946 -5.203  -1.495
H 2.888 0.720 6.357  0.626
C -3.326 -3.505 0.162  -1.842
N -2.510 0.939 -0.417  1.614
H -5.423 3.764 -2.624  0.315
H -1.496 -3.470 4.059  0.449
C 3.469 -0.557 3.353  -0.772
H -0.427 -5.704 -1.675  0.373
C -0.839 -4.068 -0.303  1.619
H 4.138 0.541 -2.849  0.333
H -1.895 5.232 -1.423  0.191
H 1.452 4.161 0.024  0.356
H -5.062 1.395 -2.521  0.481
C -2.663 -4.183 -2.151  -2.117
H -2.569 2.888 1.782  0.272
C 5.532 0.582 6.324  -1.756
H -2.857 -5.245 -1.993  0.355
C 0.024 -4.768 -1.344  -1.979
H 2.301 -2.622 0.326  -0.254
H -2.652 0.087 1.473  0.259
H 0.025 -5.228 1.276  0.448
H -3.573 5.622 -1.827  0.484
H 7.053 0.637 4.105  0.319
C 6.043 0.311 3.887  -1.107
C 2.284 -2.957 4.407  -0.744
H -1.930 -4.075 -2.946  0.320
O -0.146 -2.870 0.092  -0.522
H -2.203 5.469 -4.474  0.399
C 1.678 -4.006 5.064  -0.671
H 4.675 -1.139 -2.780  0.331
H 1.653 -0.950 -3.810  0.334
S -0.709 3.212 0.325  1.228
H -4.560 1.845 -5.815  0.333
H -2.339 4.001 -5.427  0.358
O -1.969 -1.686 2.608  -0.891
Ti -0.254 0.273 0.183  -2.386
H 1.771 -0.188 5.340  0.281
C -3.159 1.286 -1.562  -2.114
H 0.994 -4.987 -0.899  0.468
C 2.162 2.381 2.411  -0.945
H -1.458 -4.405 1.747  0.346
H 4.083 -0.680 1.316  0.160
C -2.826 -1.053 -3.869  -0.374
H -6.330 0.418 -0.646  0.394
H -0.936 4.245 -4.393  0.221
O -0.194 -0.504 1.931  0.703
H 0.266 3.850 -2.049  0.248
H -3.724 -1.304 -3.303  0.066
C 0.156 -2.270 3.508  -0.260
C -3.211 0.408 0.594  -0.639
H 3.175 -3.288 -1.051  0.655
C -4.553 1.110 -1.614  -0.544
C 1.662 0.335 -0.517  0.985
H 5.043 1.501 6.656  0.339
C 0.303 -4.207 4.970  -1.055
Si 2.596 -0.911 -1.488  1.404
H -3.026 -2.983 1.070  0.144
H -5.384 0.917 -4.561  0.402
C -2.007 4.396 -4.470  -1.167
C 4.248 -0.322 -2.194  -1.717
H -5.181 3.253 -4.289  0.369
H -3.647 -4.515 0.417  0.354
C 5.673 0.015 2.585  -0.952
H 0.664 -1.915 -2.749  -0.028
C -2.458 1.823 -2.780  2.597
H 1.735 2.863 -2.153  0.315
C 0.754 3.046 -2.592  -1.503
H -2.119 0.828 -6.686  0.412
H -0.178 -5.027 5.484  0.388
C -4.574 0.186 0.584  -1.365
C -0.760 -1.454 2.641  0.337
C -2.881 4.812 -1.595  -1.127
Si -2.962 3.627 -3.053  0.716
B -0.766 -1.757 -0.459  1.802
C 3.809 -0.199 4.659  1.547
C 4.059 2.791 1.068  -0.876
H 1.573 2.525 3.316  0.218
H -3.587 -3.712 -2.482  0.489
H 4.017 -2.253 0.095  0.565
C 4.393 -0.431 2.322  -0.529
H 6.608 0.741 6.377  0.430
H -4.171 -2.971 -0.272  0.483
H 6.379 0.122 1.772  0.472
H -1.818 4.468 2.053  0.475
H 2.226 -2.545 -3.278  0.478
C 5.122 0.211 4.924  1.272
C -0.969 -4.938 0.936  -1.865
H 0.235 5.409 0.395  0.501
H 3.356 -2.821 4.469  0.614
H 2.865 -1.039 6.419  0.329
C 0.594 4.409 0.644  -1.621
H -4.878 4.918 -3.825  0.373
C 3.520 1.979 0.103  -0.402
H 5.012 3.276 0.883  0.386
H -1.535 -5.846 0.716  0.355
H 4.963 -0.069 -1.416  0.369
C 1.695 -1.643 -2.970  -0.964
H 2.289 -4.687 5.644  0.403
C 2.779 -0.179 5.751  -1.969
H 0.882 3.345 -3.629  0.607
C 1.538 -2.044 3.637  0.714
H -2.821 -1.657 -4.777  0.675
C -0.429 -3.341 4.183  -0.465
N 1.600 1.631 1.475  0.353
H -5.052 -0.277 1.433  0.569
C 2.284 1.301 0.337  0.578
H -1.974 -1.342 -3.260  -0.353
C -5.258 0.562 -0.563  -1.453
C -4.787 3.879 -3.501  -1.402
C 3.066 -2.403 -0.420  -0.842
C -1.616 3.413 1.868  -1.327
C -2.197 -3.520 -0.863  1.827
C 3.399 2.983 2.286  -0.732
H -1.049 2.995 2.700  0.232
N 2.174 -0.992 3.029  1.360
Si -2.831 0.754 -4.332  1.025
C -1.636 1.085 -5.743  -1.317
H 5.266 -0.194 7.042  0.312
H 0.914 4.375 1.682  0.511
Sb -0.260 1.137 -2.541  -0.198
H -4.575 0.093 -5.881  0.402
H 0.194 -4.137 -2.211  0.206
H 3.816 3.576 3.084  0.422
H -0.721 0.506 -5.636  0.276
H 4.025 1.842 -0.836  0.418
H 1.714 -0.548 2.236  -0.673
H -1.349 2.130 -5.789  0.334
H -3.206 4.345 -0.670  0.259


Entry 7:
DFT (ωB97M-V/def2-TZVPD) results for the molecule C19H23N3O5S2 at a distorted geometry.

orbital gap = 0.3328 Eh
HOMO level = -8.478 eV
structure (SMILES) = CC(=O)N1CCN(C(=O)COc2ccc(N(C)S(=O)(=O)c3cccs3)cc2)CC1

Last column: Mulliken charge in e.
Cartesian coordinates (Å):
C 3.114 0.337 0.770  -1.280
H 3.306 0.050 -2.540  0.481
C 1.746 1.022 0.823  0.008
H 1.902 4.156 -1.878  0.399
H -1.338 3.125 1.457  0.600
H 0.302 -1.887 2.886  0.439
H 0.203 3.646 -1.957  0.356
C 3.264 -2.614 0.416  -0.740
H -3.910 3.021 1.997  0.452
H 1.235 -2.801 -1.184  0.528
N -3.108 -1.992 -0.190  0.086
C 1.170 3.188 -0.094  1.098
C -2.066 2.453 1.045  -0.264
H 1.696 1.977 -2.398  0.694
C -4.155 -2.191 0.784  -1.161
C 1.780 1.265 -1.581  -0.384
C -0.023 -2.039 1.869  -0.897
O -4.817 -0.821 -1.610  -0.706
C 0.527 -2.549 -0.412  -0.212
H 4.188 -2.573 1.001  0.347
C 3.166 0.609 -1.614  -1.231
H 3.203 -0.372 1.590  0.535
C -4.039 1.358 0.565  -0.093
H 3.903 1.094 0.867  0.374
S -3.435 -0.736 -1.257  1.223
O 3.547 -2.069 -1.887  -0.666
H -5.092 -2.217 0.234  0.366
H -4.205 -1.386 1.527  0.417
S -1.566 1.288 -0.117  0.204
H 3.945 1.373 -1.525  0.305
O -2.449 -0.722 -2.291  -0.647
H -2.072 -1.686 2.300  0.367
C 0.936 -2.334 0.900  0.115
C 0.977 4.059 -1.314  -1.594
N 3.281 -0.317 -0.507  0.199
N 1.587 1.916 -0.306  0.191
C 3.367 -1.638 -0.762  0.859
C -0.811 -2.445 -0.745  -0.206
H 0.955 0.263 0.801  -0.254
H 0.667 5.044 -0.976  0.365
H 3.172 -3.618 -0.016  0.388
C -1.765 -2.118 0.212  -0.543
C -3.399 2.377 1.305  -1.059
H 1.012 0.491 -1.708  -0.053
O 0.962 3.606 1.031  -0.663
H -1.126 -2.600 -1.763  0.537
H -3.997 -3.143 1.288  0.409
C -1.355 -1.927 1.530  0.144
O 2.230 -2.364 1.342  -0.498
H 1.647 1.616 1.733  0.540
H -5.088 1.130 0.607  0.542
C -3.173 0.698 -0.251  -0.417


Entry 8:
DFT (ωB97M-V/def2-TZVPD) results for the molecule C15H17N3O3S at a distorted geometry.

orbital gap = 0.3355 Eh
HOMO level = -8.577 eV
structure (SMILES) = C=C(C)Cn1c(COc2ccccc2)nnc1SCC(=O)O

Last column: Mulliken charge in e.
Cartesian coordinates (Å):
C 3.838 -0.463 0.474  -0.570
C 0.884 2.221 -2.803  -0.986
C -3.096 0.028 0.309  0.642
H 0.102 -0.482 -1.339  0.065
H 4.895 -0.232 0.356  0.391
H -4.309 0.943 -1.188  0.408
C -0.505 0.944 1.620  0.881
H 0.557 3.159 -0.428  0.386
N 1.393 -0.021 1.880  -0.366
H -0.208 -0.135 -3.041  0.477
O 4.315 -2.666 -0.333  -0.580
C -4.360 -1.201 -1.327  -0.441
H -1.960 -1.174 1.690  0.450
O 2.250 -1.866 -0.591  -0.335
H -2.681 -3.290 0.721  0.396
C -3.963 0.004 -0.784  -0.358
H -2.288 0.839 2.736  0.365
S 2.866 0.917 -0.200  -0.088
H 1.041 1.778 -3.770  0.296
C -3.044 -2.366 0.294  -0.843
N 0.284 1.369 0.586  0.249
H -5.031 -1.208 -2.174  0.383
N 0.158 0.119 2.380  -0.789
H 2.075 -2.739 -0.976  0.325
C -0.039 2.244 -0.514  -0.837
H -1.436 0.228 -1.818  -0.047
H -4.211 -3.335 -1.216  0.410
H -1.908 2.465 2.113  0.406
H -1.100 2.498 -0.427  0.415
O -2.756 1.279 0.755  -0.472
H 1.303 3.202 -2.653  0.300
C 3.520 -1.779 -0.192  0.478
C -0.367 0.222 -2.027  -0.727
C -2.636 -1.164 0.851  -0.236
C -1.903 1.396 1.873  -0.880
H 3.575 -0.534 1.533  0.337
C 0.214 1.590 -1.853  0.709
C -3.901 -2.393 -0.790  -0.522
C 1.466 0.724 0.808  0.307